1.
{"formula": "C21H23CrN5O2S2", "method": "ωB97M-V/def2-TZVPD", "energy_ev": -83787.019, "orbital_gap_ev": [3.9, 7.3], "s2": 6.170, "spin_multiplicity": 5, "homo_ev": [-5.55, -7.72], "charge": 0, "de_lowest_ev": 0.000, "symbols": ["Cr", "S", "C", "C", "N", "C", "S", "C", "N", "N", "C", "C", "C", "N", "H", "H", "H", "H", "H", "H", "H", "H", "H", "H", "C", "O", "C", "C", "C", "C", "C", "C", "N", "C", "C", "C", "C", "C", "C", "C", "O", "H", "H", "H", "H", "H", "H", "H", "H", "H", "H", "H", "H", "H"], "coordinates": [[0.533, -0.621, -1.723], [2.257, -0.286, -3.329], [2.653, 1.359, -3.070], [3.783, 1.823, -3.793], [4.696, 2.185, -4.433], [1.916, 2.224, -2.234], [0.504, 1.775, -1.398], [2.370, 3.578, -2.045], [2.730, 4.681, -1.916], [-1.575, -0.769, -1.938], [-2.260, -1.954, -1.336], [-1.838, -3.234, -2.049], [-0.417, -3.653, -1.706], [0.601, -2.713, -2.188], [-1.958, 0.099, -1.540], [-1.823, -0.710, -2.925], [-3.356, -1.800, -1.379], [-1.999, -1.976, -0.266], [-1.957, -3.093, -3.133], [-2.511, -4.071, -1.778], [-0.238, -4.652, -2.137], [-0.278, -3.795, -0.626], [0.725, -2.869, -3.206], [1.519, -2.961, -1.830], [0.668, 3.126, 2.217], [-0.176, 1.954, 2.361], [-1.283, 1.837, 1.579], [-1.709, 2.820, 0.658], [-2.843, 2.627, -0.132], [-3.597, 1.476, 0.030], [-3.167, 0.498, 0.920], [-2.015, 0.616, 1.684], [-1.690, -0.476, 2.491], [-0.554, -0.924, 3.099], [0.762, -0.897, 2.606], [1.807, -0.823, 3.550], [3.114, -0.605, 3.188], [3.432, -0.558, 1.799], [2.437, -0.712, 0.844], [1.083, -0.903, 1.181], [0.138, -1.074, 0.295], [1.539, 2.939, 2.861], [0.170, 4.021, 2.606], [1.031, 3.255, 1.189], [-1.107, 3.728, 0.554], [-3.157, 3.386, -0.873], [-4.548, 1.343, -0.497], [-3.777, -0.401, 1.018], [-2.537, -0.921, 2.811], [-0.680, -1.368, 4.073], [1.531, -0.908, 4.606], [3.874, -0.527, 3.973], [4.473, -0.398, 1.506], [2.704, -0.699, -0.223]]}

2.
{"formula": "C21H23CrN5O2S2", "method": "ωB97M-V/def2-TZVPD", "energy_ev": -83786.140, "orbital_gap_ev": [3.9, 7.5], "s2": 6.127, "spin_multiplicity": 5, "homo_ev": [-5.70, -7.99], "charge": 0, "de_lowest_ev": 0.879, "symbols": ["Cr", "S", "C", "C", "N", "C", "S", "C", "N", "N", "C", "C", "C", "N", "H", "H", "H", "H", "H", "H", "H", "H", "H", "H", "C", "O", "C", "C", "C", "C", "C", "C", "N", "C", "C", "C", "C", "C", "C", "C", "O", "H", "H", "H", "H", "H", "H", "H", "H", "H", "H", "H", "H", "H"], "coordinates": [[1.255, 1.635, -0.424], [3.664, 1.692, -0.315], [3.904, 3.381, -0.375], [5.236, 3.866, -0.197], [6.288, 4.316, 0.037], [2.919, 4.285, -0.749], [1.211, 3.920, -0.957], [3.137, 5.677, -0.881], [3.218, 6.844, -1.096], [-0.792, 1.659, -1.179], [-1.702, 2.724, -0.582], [-1.806, 2.723, 0.955], [-0.540, 3.019, 1.820], [0.476, 1.962, 1.583], [-0.809, 1.697, -2.207], [-1.160, 0.740, -0.987], [-2.729, 2.596, -0.950], [-1.336, 3.683, -0.948], [-2.297, 1.776, 1.240], [-2.578, 3.475, 1.230], [-0.883, 2.958, 2.872], [-0.058, 3.966, 1.590], [0.038, 1.015, 1.797], [1.246, 2.015, 2.279], [-2.013, -3.852, 1.683], [-1.634, -3.684, 0.271], [-2.439, -2.892, -0.508], [-3.795, -2.664, -0.271], [-4.505, -1.673, -0.946], [-3.903, -1.042, -2.060], [-2.584, -1.274, -2.356], [-1.818, -2.196, -1.583], [-0.408, -2.150, -1.831], [0.471, -3.004, -1.226], [1.493, -2.601, -0.337], [2.318, -3.597, 0.241], [3.329, -3.301, 1.086], [3.496, -1.961, 1.529], [2.645, -0.964, 1.136], [1.737, -1.257, 0.095], [1.031, -0.351, -0.516], [-1.067, -4.230, 2.115], [-2.817, -4.565, 1.786], [-2.293, -2.915, 2.163], [-4.325, -3.249, 0.500], [-5.517, -1.285, -0.670], [-4.471, -0.367, -2.685], [-2.180, -0.877, -3.314], [-0.089, -1.154, -1.730], [0.316, -4.079, -1.308], [2.125, -4.650, 0.063], [4.006, -4.080, 1.414], [4.373, -1.727, 2.148], [2.616, 0.016, 1.555]]}

3.
{"formula": "C21H23F2N3O4", "method": "ωB97M-V/def2-TZVPD", "energy_ev": -40244.629, "orbital_gap_ev": 9.7, "homo_ev": -9.05, "charge": 0, "de_lowest_ev": 0.227, "smiles": "O=C(c1cc(COc2c(F)cccc2F)on1)N1CCN(C2CCCCC2)C(=O)C1", "symbols": ["O", "C", "N", "C", "C", "N", "C", "O", "C", "H", "H", "C", "C", "C", "C", "C", "C", "H", "H", "H", "H", "H", "H", "H", "H", "H", "H", "H", "H", "H", "H", "H", "C", "N", "O", "C", "C", "H", "C", "O", "C", "C", "C", "C", "C", "C", "F", "H", "H", "H", "F", "H", "H"], "coordinates": [[0.367, -3.695, 0.542], [0.588, -2.667, -0.079], [-0.389, -2.007, -0.736], [-1.739, -2.517, -0.680], [-2.574, -1.546, 0.143], [-2.516, -0.221, -0.437], [-1.459, 0.221, -1.150], [-1.402, 1.343, -1.617], [-0.300, -0.743, -1.413], [0.626, -0.229, -1.151], [-0.272, -0.897, -2.500], [-3.623, 0.697, -0.191], [-4.882, 0.291, -0.960], [-5.966, 1.347, -0.763], [-6.278, 1.523, 0.720], [-5.016, 1.904, 1.490], [-3.933, 0.845, 1.298], [-3.027, 1.133, 1.835], [-4.285, -0.105, 1.707], [-5.245, 2.008, 2.552], [-4.648, 2.866, 1.130], [-7.038, 2.295, 0.850], [-6.679, 0.589, 1.121], [-6.869, 1.053, -1.302], [-5.622, 2.297, -1.177], [-4.642, 0.191, -2.020], [-5.253, -0.673, -0.602], [-3.280, 1.663, -0.578], [-2.190, -1.529, 1.172], [-3.614, -1.877, 0.167], [-2.136, -2.595, -1.697], [-1.715, -3.503, -0.212], [1.973, -2.137, -0.131], [2.454, -1.286, -1.006], [3.764, -1.126, -0.737], [4.101, -1.882, 0.318], [3.000, -2.560, 0.754], [2.904, -3.248, 1.565], [5.513, -1.854, 0.813], [6.327, -0.923, 0.142], [6.011, 0.397, 0.144], [5.070, 1.065, 0.927], [4.854, 2.428, 0.825], [5.591, 3.180, -0.066], [6.548, 2.563, -0.855], [6.739, 1.203, -0.743], [7.667, 0.607, -1.512], [7.144, 3.118, -1.561], [5.423, 4.241, -0.147], [4.103, 2.875, 1.456], [4.322, 0.386, 1.835], [5.988, -2.821, 0.615], [5.512, -1.688, 1.899]]}

4.
{"formula": "C21H23F3N2O4S", "method": "ωB97M-V/def2-TZVPD", "energy_ev": -52308.813, "orbital_gap_ev": 9.8, "homo_ev": -9.16, "charge": 0, "de_lowest_ev": 0.418, "smiles": "O=C1CCN(S(=O)(=O)c2ccccc2)CCN1CCOCc1ccc(C(F)(F)F)cc1", "symbols": ["O", "C", "N", "C", "H", "C", "N", "S", "O", "O", "C", "C", "C", "C", "C", "C", "H", "H", "H", "H", "H", "C", "H", "C", "H", "H", "H", "H", "H", "H", "C", "C", "O", "C", "C", "C", "C", "C", "C", "C", "H", "H", "C", "F", "F", "F", "H", "H", "H", "H", "H", "H", "H", "H"], "coordinates": [[2.852, -1.908, -1.086], [1.664, -2.118, -0.903], [0.819, -2.386, -1.926], [-0.611, -2.527, -1.744], [-1.035, -2.841, -2.699], [-1.279, -1.217, -1.300], [-1.149, -0.940, 0.110], [-2.255, -1.671, 1.137], [-1.725, -2.873, 1.725], [-3.491, -1.773, 0.416], [-2.372, -0.393, 2.383], [-2.676, 0.888, 1.963], [-2.737, 1.908, 2.897], [-2.494, 1.633, 4.234], [-2.195, 0.343, 4.644], [-2.132, -0.680, 3.711], [-1.894, -1.695, 3.990], [-2.007, 0.136, 5.686], [-2.534, 2.431, 4.960], [-2.964, 2.915, 2.585], [-2.855, 1.062, 0.914], [0.174, -0.840, 0.674], [0.034, -0.657, 1.741], [1.062, -2.077, 0.487], [0.484, -2.974, 0.711], [1.897, -2.015, 1.187], [0.667, 0.032, 0.238], [-2.353, -1.277, -1.483], [-0.850, -0.381, -1.861], [-0.829, -3.304, -1.004], [1.346, -2.377, -3.273], [0.894, -1.147, -4.095], [0.824, 0.047, -3.360], [2.058, 0.603, -2.928], [1.786, 1.427, -1.698], [0.580, 2.109, -1.578], [0.252, 2.760, -0.404], [1.150, 2.749, 0.654], [2.382, 2.117, 0.527], [2.694, 1.454, -0.646], [3.628, 0.923, -0.731], [3.076, 2.124, 1.353], [0.785, 3.355, 1.976], [0.577, 2.407, 2.917], [1.746, 4.155, 2.470], [-0.336, 4.089, 1.940], [-0.697, 3.263, -0.303], [-0.114, 2.097, -2.403], [2.783, -0.178, -2.680], [2.479, 1.231, -3.730], [-0.128, -1.293, -4.455], [1.560, -1.041, -4.963], [1.028, -3.280, -3.801], [2.433, -2.393, -3.175]]}

Copy entry 3 word for word.
{"formula": "C21H23F2N3O4", "method": "ωB97M-V/def2-TZVPD", "energy_ev": -40244.629, "orbital_gap_ev": 9.7, "homo_ev": -9.05, "charge": 0, "de_lowest_ev": 0.227, "smiles": "O=C(c1cc(COc2c(F)cccc2F)on1)N1CCN(C2CCCCC2)C(=O)C1", "symbols": ["O", "C", "N", "C", "C", "N", "C", "O", "C", "H", "H", "C", "C", "C", "C", "C", "C", "H", "H", "H", "H", "H", "H", "H", "H", "H", "H", "H", "H", "H", "H", "H", "C", "N", "O", "C", "C", "H", "C", "O", "C", "C", "C", "C", "C", "C", "F", "H", "H", "H", "F", "H", "H"], "coordinates": [[0.367, -3.695, 0.542], [0.588, -2.667, -0.079], [-0.389, -2.007, -0.736], [-1.739, -2.517, -0.680], [-2.574, -1.546, 0.143], [-2.516, -0.221, -0.437], [-1.459, 0.221, -1.150], [-1.402, 1.343, -1.617], [-0.300, -0.743, -1.413], [0.626, -0.229, -1.151], [-0.272, -0.897, -2.500], [-3.623, 0.697, -0.191], [-4.882, 0.291, -0.960], [-5.966, 1.347, -0.763], [-6.278, 1.523, 0.720], [-5.016, 1.904, 1.490], [-3.933, 0.845, 1.298], [-3.027, 1.133, 1.835], [-4.285, -0.105, 1.707], [-5.245, 2.008, 2.552], [-4.648, 2.866, 1.130], [-7.038, 2.295, 0.850], [-6.679, 0.589, 1.121], [-6.869, 1.053, -1.302], [-5.622, 2.297, -1.177], [-4.642, 0.191, -2.020], [-5.253, -0.673, -0.602], [-3.280, 1.663, -0.578], [-2.190, -1.529, 1.172], [-3.614, -1.877, 0.167], [-2.136, -2.595, -1.697], [-1.715, -3.503, -0.212], [1.973, -2.137, -0.131], [2.454, -1.286, -1.006], [3.764, -1.126, -0.737], [4.101, -1.882, 0.318], [3.000, -2.560, 0.754], [2.904, -3.248, 1.565], [5.513, -1.854, 0.813], [6.327, -0.923, 0.142], [6.011, 0.397, 0.144], [5.070, 1.065, 0.927], [4.854, 2.428, 0.825], [5.591, 3.180, -0.066], [6.548, 2.563, -0.855], [6.739, 1.203, -0.743], [7.667, 0.607, -1.512], [7.144, 3.118, -1.561], [5.423, 4.241, -0.147], [4.103, 2.875, 1.456], [4.322, 0.386, 1.835], [5.988, -2.821, 0.615], [5.512, -1.688, 1.899]]}